# 1
{
  "formula": "C33H42CeGeN2O6Te",
  "method": "ωB97M-V/def2-TZVPD",
  "charge": -1,
  "homo_lumo_gap_ev": [6.9, 6.5],
  "e_lumo_ev": [1.7, 1.4],
  "de_lowest_kj_mol": 185.8,
  "multiplicity": 2,
  "max_force_ev_per_a": 2.07,
  "species": ["Ce", "O", "C", "C", "N", "C", "C", "O", "O", "C", "C", "O", "O", "H", "H", "H", "H", "H", "H", "H", "H", "H", "C", "Ge", "C", "C", "C", "H", "H", "H", "H", "H", "H", "H", "H", "H", "H", "C", "C", "C", "C", "C", "C", "Te", "N", "C", "O", "C", "C", "C", "C", "C", "C", "C", "C", "C", "C", "C", "C", "C", "C", "C", "C", "H", "H", "H", "H", "H", "H", "H", "H", "H", "H", "H", "H", "H", "H", "H", "H", "H", "H", "H", "H", "H", "H", "H"],
  "positions_angstrom": [[-1.5108, 1.3273, 1.1390], [-4.0756, -0.2522, 1.4752], [-4.1237, -0.5821, 2.8570], [-4.1532, 0.6606, 3.7269], [-2.9630, 1.5017, 3.5172], [-1.9404, 1.2693, 4.5374], [-0.5907, 1.9473, 4.1946], [0.1567, 2.2031, 5.1200], [-0.3797, 2.1742, 2.9443], [-3.3494, 2.9150, 3.4599], [-4.1914, 3.1749, 2.1846], [-5.0767, 4.0128, 2.2393], [-3.8775, 2.4334, 1.1813], [-4.3164, 0.6897, 1.3691], [-3.2387, -1.1746, 3.0888], [-5.0150, -1.1867, 3.0597], [-4.2500, 0.3659, 4.7783], [-5.0420, 1.2413, 3.4677], [-1.7440, 0.1968, 4.6073], [-2.2516, 1.6330, 5.5232], [-2.4460, 3.5280, 3.4100], [-3.9184, 3.2224, 4.3437], [-2.7870, 4.2250, -3.0625], [-1.0964, 4.1843, -2.0093], [-0.5383, 6.1014, -1.9608], [0.2153, 3.3401, -3.2408], [-1.2173, 3.3862, -0.2697], [-2.6045, 4.6680, -4.0417], [-3.5466, 4.8112, -2.5442], [-3.1757, 3.2149, -3.1980], [-0.3536, 6.4667, -2.9718], [0.3750, 6.2278, -1.3765], [-1.3163, 6.7187, -1.5081], [0.2026, 3.8686, -4.1950], [-0.0299, 2.2926, -3.4264], [1.2285, 3.3911, -2.8371], [-1.6330, 4.1748, 0.3825], [6.1139, -3.1636, -4.6776], [4.9179, -2.7337, -3.8692], [4.5309, -1.4025, -3.8057], [3.4063, -0.9992, -3.0919], [3.0833, 0.4727, -3.0661], [2.6095, -1.9373, -2.4089], [0.5716, -1.3688, -1.5659], [-1.2380, -0.5802, -0.1674], [-1.3151, -1.2595, 0.9349], [-1.2469, -0.6973, 2.1161], [-1.5506, -2.7460, 0.9606], [-1.3556, -3.4599, 2.1392], [-1.6024, -4.8231, 2.1852], [-2.0726, -5.4811, 1.0571], [-2.2986, -4.7681, -0.1136], [-2.0376, -3.4091, -0.1611], [1.4896, -0.1646, -0.0800], [1.3440, 1.2196, -0.1827], [1.8673, 2.0671, 0.7889], [2.5049, 1.5272, 1.8944], [2.6208, 0.1527, 2.0169], [2.1246, -0.7106, 1.0409], [2.3002, -2.1973, 1.1927], [3.0276, -3.2772, -2.4454], [2.3046, -4.3715, -1.6878], [4.1590, -3.6549, -3.1655], [6.4959, -2.3366, -5.2763], [5.8543, -3.9799, -5.3543], [6.9222, -3.5169, -4.0332], [5.1125, -0.6537, -4.3355], [3.6076, 1.0092, -3.8578], [3.3756, 0.9066, -2.1077], [2.0106, 0.6254, -3.1797], [-0.9997, -2.9282, 3.0128], [-1.4299, -5.3769, 3.0999], [-2.2669, -6.5457, 1.0961], [-2.6861, -5.2784, -0.9865], [-2.2221, -2.8338, -1.0588], [0.8813, 1.6462, -1.0659], [1.8008, 3.1403, 0.6603], [2.8955, 2.1731, 2.6695], [3.1106, -0.2657, 2.8886], [2.7763, -2.4377, 2.1439], [2.9093, -2.5900, 0.3769], [1.3322, -2.6996, 1.1510], [1.3513, -4.0166, -1.3031], [2.9089, -4.7067, -0.8406], [2.1254, -5.2384, -2.3270], [4.4504, -4.7023, -3.1756]],
  "forces_ev_per_a": [[-0.7, 0.4, -0.3], [0.4, 0.2, 0.0], [-0.1, 0.0, 0.1], [0.0, -0.2, -0.2], [0.4, 0.1, 0.0], [0.2, 0.2, -0.2], [-0.5, -0.3, 0.9], [0.1, 0.0, -0.3], [-0.2, -0.2, -0.9], [-0.1, 0.0, -0.3], [-0.1, 0.1, 0.6], [0.1, 0.0, -0.2], [0.8, -0.4, -0.3], [-0.2, 0.0, -0.1], [0.0, -0.1, 0.0], [0.0, 0.0, 0.0], [0.0, 0.1, 0.0], [0.0, 0.0, 0.1], [0.0, 0.0, 0.0], [0.0, 0.0, 0.0], [0.0, 0.0, 0.0], [0.0, 0.0, 0.0], [0.1, -0.2, 0.5], [0.3, 0.5, -1.2], [-0.1, -0.3, 0.3], [-0.1, -0.1, 0.4], [-0.4, -0.5, 0.6], [0.1, 0.0, 0.0], [0.0, 0.0, 0.0], [0.0, 0.0, 0.0], [0.0, -0.1, 0.0], [0.0, 0.0, 0.0], [0.0, 0.0, 0.0], [0.0, 0.0, 0.0], [0.0, 0.0, 0.0], [0.0, 0.0, 0.0], [0.1, -0.1, 0.1], [0.0, 0.0, 0.0], [0.0, 0.0, 0.0], [0.0, -0.1, 0.0], [-0.1, 0.2, 0.1], [0.0, -0.1, 0.0], [-0.4, 0.1, -0.1], [1.6, -0.3, -0.8], [-0.9, 1.1, 1.5], [-0.3, -0.9, -0.8], [0.4, 0.6, 0.4], [-0.2, 0.0, 0.2], [0.1, 0.1, 0.0], [0.0, -0.1, 0.0], [0.0, 0.0, 0.0], [0.0, -0.1, 0.0], [0.0, 0.1, 0.0], [-0.1, 0.0, 0.1], [0.3, 0.1, 0.0], [0.1, 0.0, -0.1], [0.1, 0.0, 0.1], [0.0, 0.1, -0.1], [0.1, -0.1, -0.1], [-0.1, 0.1, 0.1], [-0.2, -0.1, 0.3], [0.0, 0.1, -0.1], [0.1, 0.1, 0.0], [0.0, 0.0, 0.0], [0.0, 0.0, 0.0], [0.0, 0.0, 0.0], [0.0, 0.0, 0.0], [0.0, 0.0, 0.0], [0.0, 0.0, 0.0], [0.0, 0.1, 0.0], [0.0, 0.0, 0.0], [0.0, 0.0, 0.0], [0.0, 0.0, 0.0], [0.0, 0.0, 0.0], [0.0, 0.0, 0.0], [-0.1, 0.0, 0.0], [-0.1, 0.0, 0.1], [0.0, 0.0, 0.0], [0.0, 0.0, 0.0], [0.0, 0.0, 0.0], [0.0, 0.0, 0.0], [0.0, -0.1, 0.0], [0.0, -0.1, 0.0], [0.0, 0.0, 0.0], [0.0, 0.0, 0.0], [0.0, 0.0, 0.0]],
  "lowdin_spin": [0.004, 0.000, 0.000, 0.000, 0.000, 0.000, 0.000, 0.001, 0.006, 0.000, 0.001, 0.002, 0.016, 0.000, 0.000, 0.000, 0.000, 0.000, 0.000, 0.000, 0.000, 0.000, 0.031, 0.093, 0.009, 0.001, 0.731, 0.003, 0.000, 0.000, 0.001, 0.000, 0.000, 0.000, 0.000, 0.000, 0.046, 0.000, 0.000, 0.000, 0.000, 0.000, 0.001, 0.001, 0.008, 0.001, 0.009, 0.000, 0.000, 0.000, 0.000, 0.000, 0.000, 0.000, 0.008, 0.011, 0.001, 0.001, 0.002, 0.000, 0.000, 0.000, 0.000, 0.000, 0.000, 0.000, 0.000, 0.000, 0.000, 0.000, 0.000, 0.000, 0.000, 0.000, 0.000, 0.003, 0.006, 0.000, 0.000, 0.000, 0.000, 0.000, 0.000, 0.000, 0.000, 0.000]
}

***

# 2
{
  "formula": "C33H42F15NO14S",
  "method": "ωB97M-V/def2-TZVPD",
  "homo_lumo_gap_ev": 9.6,
  "e_lumo_ev": 0.2,
  "max_force_ev_per_a": 0.99,
  "species": ["O", "C", "C", "C", "C", "C", "C", "S", "O", "O", "O", "C", "N", "C", "C", "C", "C", "C", "C", "H", "H", "H", "H", "H", "H", "H", "H", "H", "H", "H", "H", "H", "H", "H", "H", "H", "C", "C", "O", "C", "O", "C", "F", "F", "F", "H", "H", "H", "H", "H", "C", "C", "O", "C", "O", "C", "F", "F", "F", "H", "H", "H", "H", "H", "C", "C", "O", "C", "O", "C", "F", "F", "F", "H", "H", "H", "H", "H", "C", "C", "O", "C", "O", "C", "F", "F", "F", "H", "H", "H", "H", "H", "C", "C", "O", "C", "O", "C", "F", "F", "F", "H", "H", "H", "H", "H"],
  "positions_angstrom": [[-0.3396, -1.1284, -1.4811], [-1.3271, -0.5899, -1.0200], [-1.6051, -0.4568, 0.4586], [-0.8875, -1.5197, 1.2910], [-1.2086, -1.3278, 2.7867], [-0.0364, -0.7891, 3.5994], [-0.5181, -0.3964, 5.0073], [-2.0385, -1.1394, 5.6199], [-1.8104, -1.6356, 6.9419], [-3.0751, -0.1605, 5.4539], [-2.4051, -2.3611, 4.6714], [-1.6536, -2.6104, 3.4674], [-2.3041, -0.0010, -1.8616], [-2.5354, 1.3919, -1.5275], [-3.5508, 1.7513, -0.6526], [-3.7372, 3.0769, -0.3031], [-2.9177, 4.0577, -0.8444], [-1.9311, 3.7048, -1.7519], [-1.7351, 2.3775, -2.0907], [-1.2852, 0.5364, 0.7879], [-2.6786, -0.5167, 0.6428], [-1.2065, -2.5105, 0.9575], [0.1888, -1.4343, 1.1301], [-2.0311, -0.6073, 2.8779], [0.7151, -1.5772, 3.6838], [0.4190, 0.0805, 3.1230], [-0.7715, 0.6644, 5.0232], [0.2468, -0.5622, 5.7637], [-2.3053, -3.1987, 2.8204], [-0.7951, -3.2444, 3.7111], [-1.9291, -0.0351, -2.8044], [-4.1843, 0.9771, -0.2370], [-4.5220, 3.3320, 0.3985], [-3.0627, 5.0903, -0.5550], [-1.3084, 4.4735, -2.1935], [-0.9490, 2.1134, -2.7907], [-0.5009, -3.5821, -4.0078], [-1.8479, -2.9212, -3.8237], [-2.8463, -3.5045, -4.6895], [-3.3951, -4.6281, -4.2638], [-3.1679, -5.2112, -3.2462], [-4.4597, -5.1004, -5.2789], [-4.0057, -5.0243, -6.5329], [-5.5497, -4.3277, -5.1804], [-4.8109, -6.3567, -5.0328], [-0.2074, -3.5444, -5.0522], [0.2456, -3.0701, -3.4023], [-0.5403, -4.6297, -3.7083], [-1.7893, -1.8741, -4.1094], [-2.1851, -2.9692, -2.7897], [-0.9285, 3.1979, 8.8618], [-0.3861, 4.6076, 8.8117], [0.5010, 4.7838, 7.6830], [-0.0796, 5.0116, 6.5180], [-1.2481, 5.1048, 6.2901], [1.0007, 5.1915, 5.4283], [1.9462, 4.2507, 5.5198], [1.5852, 6.3881, 5.5623], [0.4555, 5.1214, 4.2191], [-0.1107, 2.4770, 8.8742], [-1.5310, 3.0579, 9.7581], [-1.5497, 2.9861, 7.9920], [0.2261, 4.8248, 9.6838], [-1.1832, 5.3481, 8.7637], [5.3295, -6.2660, -5.6046], [5.3885, -5.2453, -6.7166], [4.2026, -4.4171, -6.7299], [4.1868, -3.4215, -5.8623], [5.0376, -3.1199, -5.0791], [2.8767, -2.6196, -6.0194], [1.8174, -3.4301, -6.1108], [2.9308, -1.8744, -7.1306], [2.6975, -1.8114, -4.9809], [4.4284, -6.8745, -5.6866], [6.1993, -6.9199, -5.6526], [5.3230, -5.7815, -4.6293], [5.4098, -5.7230, -7.6932], [6.2675, -4.6077, -6.6319], [-4.6506, 8.3486, 2.8520], [-5.8976, 8.8141, 2.1346], [-5.6969, 8.8530, 0.7032], [-5.8105, 7.6982, 0.0712], [-6.0623, 6.6309, 0.5454], [-5.5974, 7.9078, -1.4446], [-4.5349, 8.6827, -1.6827], [-6.6723, 8.4950, -1.9833], [-5.4091, 6.7367, -2.0395], [-3.8008, 8.9769, 2.5847], [-4.8009, 8.4033, 3.9295], [-4.4074, 7.3195, 2.5908], [-6.1484, 9.8367, 2.4059], [-6.7540, 8.1803, 2.3600], [6.6477, -3.1887, -0.7206], [7.7386, -3.2062, -1.7668], [8.6463, -4.3159, -1.5627], [8.2356, -5.4840, -2.0225], [7.2038, -5.7171, -2.5776], [9.3245, -6.5533, -1.7861], [9.8216, -6.4773, -0.5495], [10.3281, -6.3710, -2.6546], [8.8260, -7.7701, -1.9683], [7.0796, -3.1727, 0.2805], [6.0278, -2.3025, -0.8503], [6.0121, -4.0694, -0.8026], [8.3657, -2.3209, -1.6953], [7.3285, -3.2557, -2.7748]],
  "forces_ev_per_a": [[-0.6, -0.1, 0.2], [0.1, 0.3, -0.4], [0.2, -0.4, 0.2], [0.0, 0.2, 0.2], [0.1, 0.1, -0.1], [-0.3, -0.1, 0.2], [0.4, 0.2, -0.2], [-0.5, 0.7, 0.5], [0.2, -0.3, -0.3], [0.1, -0.2, -0.2], [0.4, 0.0, 0.1], [-0.1, -0.2, -0.4], [0.9, 0.4, 0.2], [-0.4, 0.0, -0.1], [0.0, -0.3, 0.0], [0.0, 0.0, 0.1], [-0.2, 0.0, 0.1], [0.0, 0.3, 0.0], [0.1, -0.1, -0.1], [0.0, 0.1, -0.1], [0.0, 0.1, -0.1], [0.1, 0.0, 0.0], [0.0, -0.2, -0.1], [-0.1, -0.1, -0.1], [0.1, 0.1, -0.1], [0.0, 0.0, 0.0], [-0.1, -0.1, 0.1], [-0.1, -0.1, 0.0], [-0.2, 0.1, 0.2], [0.0, 0.1, 0.0], [-0.1, -0.2, 0.0], [0.0, 0.0, -0.1], [0.0, 0.1, -0.1], [0.0, 0.0, -0.1], [0.0, -0.1, 0.0], [0.0, -0.1, 0.0], [-0.2, -0.3, 0.0], [0.4, 0.2, 0.3], [-0.1, 0.0, 0.0], [0.0, 0.1, 0.0], [0.0, -0.1, 0.1], [0.1, 0.0, 0.0], [0.0, 0.0, 0.0], [0.0, 0.0, 0.0], [0.0, 0.0, 0.0], [0.0, 0.1, 0.0], [0.0, 0.0, 0.0], [0.0, 0.0, 0.1], [-0.2, 0.0, -0.2], [-0.1, -0.1, 0.0], [0.1, -0.1, -0.2], [-0.2, 0.0, 0.3], [0.0, 0.0, 0.0], [0.1, 0.0, 0.1], [-0.1, 0.0, 0.0], [-0.1, 0.0, 0.0], [0.0, 0.0, 0.0], [0.0, 0.0, 0.0], [0.0, 0.0, 0.0], [0.0, 0.0, 0.1], [0.0, 0.0, 0.0], [-0.1, 0.0, 0.0], [0.1, 0.0, -0.1], [0.0, 0.0, -0.1], [-0.2, 0.1, 0.2], [0.3, -0.3, -0.1], [0.0, 0.1, 0.0], [0.0, -0.1, -0.1], [0.0, 0.0, 0.1], [0.0, 0.0, 0.1], [0.1, 0.0, -0.1], [0.0, 0.0, 0.0], [0.0, 0.0, 0.0], [0.0, 0.0, -0.1], [0.0, 0.0, 0.0], [0.1, 0.0, 0.0], [-0.1, 0.1, 0.0], [-0.1, 0.1, 0.1], [0.1, -0.1, -0.2], [-0.1, 0.1, 0.3], [0.0, 0.0, -0.1], [0.0, 0.1, 0.0], [0.0, -0.1, 0.0], [0.0, 0.0, 0.1], [0.0, 0.0, 0.0], [0.0, 0.0, 0.0], [0.0, 0.0, -0.1], [0.0, 0.0, 0.1], [0.0, 0.0, 0.0], [-0.1, 0.0, 0.0], [0.0, 0.0, -0.1], [0.0, -0.1, -0.1], [0.0, -0.2, 0.1], [-0.2, 0.3, -0.1], [0.1, 0.0, 0.0], [0.0, 0.2, 0.0], [-0.1, -0.2, -0.1], [-0.1, 0.0, 0.0], [0.0, 0.0, 0.0], [0.0, 0.0, 0.0], [0.0, 0.0, 0.0], [0.0, 0.1, 0.0], [0.0, 0.0, 0.0], [0.0, 0.0, -0.1], [0.1, -0.1, 0.0], [0.0, -0.1, 0.0]],
  "mulliken_charge": [-0.635, 0.401, -0.384, -1.435, 0.416, -0.816, -0.777, 1.269, -0.632, -0.632, -0.383, -0.595, -0.079, -0.099, 0.188, -0.777, -0.446, -0.850, -0.305, 0.377, 0.277, 0.444, 0.378, 0.415, 0.391, 0.391, 0.327, 0.405, 0.406, 0.280, 0.330, 0.482, 0.424, 0.467, 0.355, 0.441, -1.140, 0.046, -0.353, 0.347, -0.517, 0.864, -0.247, -0.254, -0.237, 0.330, 0.365, 0.332, 0.116, 0.344, -1.100, -0.208, -0.316, 0.349, -0.519, 0.906, -0.246, -0.262, -0.237, 0.293, 0.384, 0.321, 0.317, 0.318, -0.987, -0.230, -0.325, 0.318, -0.527, 0.977, -0.258, -0.273, -0.250, 0.310, 0.381, 0.225, 0.315, 0.315, -1.075, -0.220, -0.330, 0.377, -0.509, 0.897, -0.253, -0.266, -0.229, 0.305, 0.368, 0.303, 0.308, 0.323, -1.137, -0.099, -0.324, 0.327, -0.509, 0.916, -0.247, -0.262, -0.237, 0.334, 0.375, 0.302, 0.301, 0.252]
}